The following is a DFT calculation (ωB97M-V/def2-TZVPD) of a cluster of 13 separate species, C54H111O28PS12 in total in a non-equilibrium geometry.

As for the energy relative to the best compared isomer or geometry (same formula, charge and spin): 5.8 kcal/mol. The calculation puts the max |F| at 3.04 eV Å⁻¹. The orbital gap comes out at 9.7 eV.

Positions of all 206 atoms, in Å:
C: 30.43174 -12.80141 -7.89259
C: 29.53305 -13.34275 -6.78394
C: 29.90917 -12.61073 -5.49919
S: 30.53371 -10.98813 -5.97478
O: 31.90983 -10.93399 -5.54035
O: 29.51760 -9.99921 -5.68266
C: 30.54292 -11.28559 -7.78390
H: 30.10068 -13.09035 -8.89118
H: 31.43635 -13.23396 -7.86972
H: 29.68074 -14.41230 -6.64507
H: 28.47099 -13.16580 -6.96611
H: 30.80518 -13.03738 -5.04367
H: 29.14158 -12.53373 -4.73445
H: 31.29272 -10.67600 -8.27721
H: 29.60133 -10.78648 -8.03932
C: 22.86794 -5.49721 -7.89403
C: 23.50396 -5.83967 -9.24533
C: 24.69180 -6.71139 -8.93329
S: 23.98804 -7.91998 -7.77720
O: 24.94772 -8.38480 -6.81238
O: 23.19116 -8.85580 -8.53884
C: 22.87055 -6.72832 -6.97094
H: 21.94146 -4.92485 -7.87035
H: 23.52282 -4.75088 -7.42252
H: 23.72625 -4.93182 -9.80208
H: 22.79034 -6.42570 -9.83172
H: 25.53149 -6.18356 -8.48278
H: 25.03907 -7.26968 -9.80210
H: 23.50356 -6.58872 -6.09251
H: 21.89417 -7.07296 -6.65174
C: 22.04134 -16.69169 -6.90175
C: 20.57680 -16.97021 -6.54960
C: 20.52178 -17.35333 -5.09432
S: 21.67442 -16.19445 -4.26358
O: 22.55434 -16.89177 -3.35550
O: 20.92471 -15.03089 -3.83879
C: 22.52299 -15.73049 -5.82762
H: 21.97161 -16.24704 -7.89247
H: 22.66587 -17.57720 -6.86426
H: 20.24258 -17.87796 -7.07251
H: 19.83609 -16.28695 -6.96812
H: 20.80399 -18.38598 -4.88841
H: 19.56987 -17.24697 -4.56905
H: 23.59044 -15.79610 -5.63389
H: 22.31327 -14.66902 -5.94769
C: 20.22088 -13.04338 -7.99364
C: 19.75009 -12.62658 -6.59932
C: 18.28086 -12.24290 -6.71377
S: 17.53997 -13.52007 -7.75020
O: 16.50131 -13.03150 -8.61893
O: 17.38449 -14.66751 -6.88220
C: 19.06024 -13.76793 -8.70194
H: 21.04617 -13.75648 -7.95599
H: 20.50030 -12.21641 -8.64420
H: 20.36659 -11.84277 -6.15851
H: 19.84098 -13.44402 -5.87805
H: 18.17676 -11.26981 -7.19962
H: 17.68108 -12.24316 -5.80515
H: 18.84287 -13.21934 -9.62096
H: 19.18631 -14.82113 -8.94722
C: 21.79832 -21.31633 -9.74303
C: 23.21496 -21.64466 -10.22112
C: 23.73548 -20.54159 -11.10693
S: 22.95668 -18.99738 -10.46667
O: 22.19288 -18.50105 -11.60058
O: 23.94317 -18.14885 -9.83536
C: 21.87800 -19.87747 -9.27809
H: 21.51585 -21.92337 -8.88523
H: 21.05370 -21.42876 -10.53104
H: 23.21798 -22.63226 -10.69160
H: 23.92748 -21.82134 -9.40702
H: 23.37168 -20.66180 -12.12820
H: 24.78655 -20.27813 -11.21006
H: 21.01068 -19.23291 -9.18950
H: 22.41312 -19.84124 -8.32316
C: 26.56098 -17.24959 -6.38589
C: 27.02830 -18.14215 -5.21751
C: 25.79866 -18.93142 -4.77618
S: 25.06509 -19.48698 -6.30129
O: 23.62378 -19.54022 -6.14767
O: 25.73440 -20.66833 -6.79223
C: 25.57602 -18.04425 -7.25613
H: 27.42163 -16.95790 -6.98319
H: 26.07396 -16.37070 -5.96211
H: 27.40883 -17.54209 -4.39005
H: 27.86993 -18.77405 -5.50904
H: 25.06296 -18.22402 -4.38430
H: 25.90501 -19.80689 -4.14103
H: 24.71962 -17.51423 -7.65101
H: 26.13799 -18.50654 -8.06891
C: 27.70723 -13.18838 -17.25759
C: 27.15450 -14.62292 -17.23509
C: 28.03952 -15.42269 -16.30197
S: 28.38542 -14.30358 -14.90631
O: 29.78172 -14.36409 -14.54945
O: 27.32525 -14.46929 -13.93924
C: 28.06008 -12.76237 -15.83748
H: 27.06662 -12.46106 -17.74844
H: 28.65773 -13.27169 -17.79114
H: 27.21188 -15.02036 -18.25180
H: 26.10072 -14.77889 -16.99450
H: 28.98955 -15.69775 -16.75598
H: 27.54259 -16.27801 -15.84451
H: 28.94740 -12.14025 -15.76438
H: 27.22214 -12.29030 -15.32462
C: 32.95897 -17.61170 -13.91224
C: 32.88152 -18.64763 -12.77345
C: 31.83081 -18.25964 -11.72077
S: 30.80391 -16.95279 -12.53430
O: 31.25507 -15.68754 -12.01228
O: 29.43117 -17.38312 -12.47123
C: 31.53860 -17.17118 -14.15826
H: 33.43596 -18.05271 -14.78720
H: 33.66770 -16.84840 -13.58697
H: 33.87041 -18.73834 -12.32235
H: 32.61729 -19.63634 -13.14940
H: 32.20449 -17.89847 -10.76818
H: 31.21722 -19.14420 -11.57120
H: 31.33584 -16.22319 -14.65444
H: 30.97658 -17.98629 -14.61937
C: 24.26754 -16.69790 -14.42929
C: 25.01828 -16.55514 -13.09955
C: 26.26656 -17.40743 -13.20448
S: 25.97995 -18.74845 -14.38306
O: 25.87651 -19.96905 -13.61389
O: 26.89276 -18.65920 -15.50135
C: 24.33011 -18.16447 -14.82332
H: 24.74329 -16.08524 -15.20196
H: 23.22065 -16.41399 -14.34562
H: 24.33231 -16.82694 -12.29834
H: 25.32862 -15.53650 -12.87782
H: 26.56911 -17.85354 -12.25872
H: 27.12034 -16.82768 -13.55271
H: 23.72851 -18.77562 -14.14127
H: 24.05126 -18.49253 -15.82223
C: 17.59881 -16.03923 -11.41651
C: 16.49395 -16.61016 -10.53790
C: 17.10768 -17.50202 -9.47579
S: 18.67233 -18.13240 -10.21230
O: 18.72154 -19.54254 -10.49061
O: 19.76415 -17.39962 -9.59810
C: 18.41695 -17.23941 -11.79600
H: 18.27532 -15.43263 -10.80665
H: 17.28584 -15.44201 -12.26944
H: 15.70683 -17.06067 -11.14882
H: 15.90489 -15.78943 -10.11269
H: 16.44784 -18.35070 -9.29656
H: 17.31275 -17.02303 -8.52015
H: 17.93896 -18.00578 -12.41008
H: 19.41339 -17.01840 -12.17730
C: 26.41642 -10.47174 -2.91385
C: 26.35752 -11.79662 -2.13631
C: 25.02277 -12.37714 -2.55741
S: 24.90928 -12.11826 -4.36527
O: 23.64281 -11.53568 -4.72946
O: 25.44022 -13.26241 -5.06908
C: 26.20616 -10.80505 -4.37141
H: 27.41609 -10.06690 -2.72768
H: 25.73269 -9.71709 -2.52008
H: 26.44132 -11.57891 -1.07494
H: 27.18705 -12.41196 -2.48790
H: 24.16586 -11.81077 -2.18525
H: 24.81521 -13.41436 -2.29676
H: 25.89698 -10.02700 -5.06508
H: 27.13942 -11.23793 -4.73317
C: 23.73802 -10.78320 -12.16821
C: 24.84023 -10.83516 -13.22879
C: 24.16438 -11.45352 -14.43832
S: 22.51584 -10.68565 -14.55790
O: 21.58481 -11.75275 -14.81595
O: 22.58119 -9.47955 -15.34066
C: 22.49458 -10.17634 -12.78844
H: 23.98110 -10.22187 -11.25924
H: 23.61040 -11.78215 -11.73859
H: 25.74264 -11.30815 -12.84648
H: 25.09466 -9.78165 -13.40260
H: 24.06573 -12.52636 -14.27749
H: 24.67114 -11.24397 -15.38042
H: 21.59836 -10.56474 -12.30798
H: 22.46894 -9.09019 -12.83368
C: 21.97607 -14.67540 -12.07772
C: 22.54888 -15.07204 -10.73793
O: 23.96885 -15.02484 -10.74203
P: 24.73487 -14.35761 -9.50725
O: 24.58946 -15.02454 -8.21864
O: 26.19989 -14.26509 -10.08188
C: 26.94574 -15.41306 -10.53359
C: 28.21573 -15.48193 -9.69316
O: 24.19805 -12.88036 -9.59937
C: 23.82747 -12.16052 -8.40972
C: 25.05566 -11.47084 -7.86837
H: 22.19809 -15.47688 -12.78426
H: 20.88297 -14.61751 -12.08336
H: 22.29696 -13.71129 -12.47236
H: 22.07814 -14.44581 -9.96580
H: 22.22021 -16.06455 -10.43366
H: 26.38667 -16.35047 -10.45815
H: 27.16708 -15.22606 -11.58514
H: 28.80617 -14.58835 -9.89343
H: 27.85319 -15.37378 -8.66519
H: 28.79188 -16.39517 -9.80394
H: 23.05366 -11.43230 -8.64933
H: 23.41141 -12.77997 -7.61392
H: 24.74578 -10.88864 -6.99955
H: 25.69498 -12.24210 -7.43075
H: 25.56432 -10.81301 -8.56700

Atoms 1-6, force components in eV/Å:
C 0.837 -0.017 -1.188
C -0.159 0.261 0.392
C 0.897 -0.107 0.214
S -0.186 -0.708 -1.109
O -0.225 0.667 0.392
O 0.602 0.218 0.328

=====

The following is a DFT calculation (ωB97M-V/def2-TZVPD) of a structure of composition C54H114BeF2N7O10S2 in a non-equilibrium geometry.

The calculation puts the max |F| at 9.35 eV Å⁻¹. As for the spin multiplicity: 2. Its charge is +2. The orbital gap comes out at 1.9 eV.

Positions of all 190 atoms, in Å:
Be: -5.40969 -4.51760 7.93157
N: -7.11784 -4.99276 9.45954
S: -7.76468 -4.42325 10.75119
O: -7.45275 -5.08864 12.03690
O: -8.97789 -3.66882 10.62900
F: -6.69653 -3.21780 10.71729
S: -8.43950 -6.07345 9.33408
O: -9.52299 -5.50170 8.55158
O: -8.74167 -7.10926 10.30093
F: -7.69644 -6.82714 8.12787
C: -6.15212 0.58657 9.04431
C: -5.83089 0.71581 10.61773
C: -7.16885 0.42609 11.44359
C: -6.91352 0.29538 12.97169
C: -5.85986 -0.88652 13.16905
C: -4.50611 -0.69506 12.34532
N: -4.79202 -0.29829 10.94274
O: -3.63929 -0.09247 10.15115
C: -3.62153 0.37992 13.03738
C: -3.74641 -2.03823 12.19099
C: -5.47685 2.19015 10.94910
H: -5.26567 0.80752 8.44976
H: -6.79649 1.41999 8.76451
H: -6.60316 -0.34627 8.70600
H: -7.80569 1.28101 11.21630
H: -7.73147 -0.46837 11.17620
H: -7.71313 0.12207 13.69189
H: -6.61559 1.28750 13.31087
H: -6.32213 -1.83926 12.91079
H: -5.46038 -0.91774 14.18273
H: -3.94018 1.39803 12.81374
H: -3.54956 0.25386 14.11767
H: -2.59524 0.25591 12.69174
H: -2.99236 -1.97250 11.40665
H: -3.28091 -2.28433 13.14537
H: -4.45614 -2.84778 12.02065
H: -4.39627 2.32425 10.89944
H: -5.74382 2.54984 11.94281
H: -5.87853 3.00185 10.34254
H: -3.67184 -0.84007 9.54979
C: -5.72604 -3.76015 3.20450
C: -5.32223 -3.41824 4.63813
C: -4.76946 -1.94944 4.73211
C: -5.85497 -0.93776 4.62548
C: -6.90429 -1.12128 5.73273
C: -7.47733 -2.51929 5.77650
N: -6.43867 -3.55149 5.61188
O: -6.90197 -4.86733 5.81792
C: -8.21666 -2.67871 7.16652
C: -8.61154 -2.61221 4.69984
C: -4.13760 -4.34620 5.05029
H: -4.98196 -3.91598 2.42338
H: -6.35444 -2.94717 2.84080
H: -6.24080 -4.71975 3.25249
H: -4.21424 -1.77313 5.65338
H: -4.02442 -1.66049 3.99082
H: -6.20755 -0.92214 3.59420
H: -5.34112 0.00535 4.81147
H: -7.64666 -0.34923 5.53040
H: -6.48589 -0.93818 6.72243
H: -7.43913 -2.59084 7.92535
H: -9.08279 -2.11431 7.51203
H: -8.41033 -3.74867 7.24256
H: -9.34424 -1.80622 4.65944
H: -8.30142 -2.68724 3.65759
H: -9.20733 -3.48968 4.95121
H: -3.36285 -4.36850 4.28390
H: -4.29247 -5.40953 5.23319
H: -3.69858 -4.01470 5.99129
H: -7.49554 -5.01497 5.07800
C: -10.64406 -9.14381 8.38693
C: -11.98443 -9.82999 8.87762
C: -13.09467 -9.49860 7.91772
C: -14.38328 -10.29294 8.04899
C: -14.10145 -11.78890 8.02127
C: -12.96974 -12.15760 9.08503
N: -11.85239 -11.30836 8.90346
O: -10.67306 -11.84444 9.42145
C: -13.56424 -12.29327 10.49953
C: -12.57428 -13.63852 8.55882
C: -12.25326 -9.17130 10.23697
H: -10.49286 -9.41112 7.34109
H: -9.84138 -9.44513 9.05998
H: -10.74428 -8.05871 8.41197
H: -13.51953 -8.51681 8.12672
H: -12.75452 -9.49573 6.88216
H: -15.12052 -10.04100 7.28669
H: -14.98710 -10.08836 8.93309
H: -13.73208 -11.97366 7.01254
H: -15.06751 -12.28557 8.11153
H: -14.26980 -11.51171 10.78140
H: -14.08871 -13.24458 10.40985
H: -12.73882 -12.35335 11.20887
H: -13.38004 -14.31528 8.27450
H: -11.84817 -13.58967 7.74735
H: -12.00400 -14.14631 9.33665
H: -13.25623 -9.26177 10.65406
H: -12.17866 -8.08830 10.13881
H: -11.45777 -9.47576 10.91712
H: -10.29564 -12.39511 8.73159
C: -12.34890 -7.62444 4.37722
C: -11.14353 -6.72764 4.61123
C: -9.94457 -7.66403 4.81049
C: -9.34352 -8.16606 3.53734
C: -8.99047 -6.98540 2.58847
C: -10.06019 -5.92086 2.33211
N: -10.68457 -5.61823 3.67162
O: -11.65265 -4.64621 3.62233
C: -9.35714 -4.64942 1.73697
C: -10.99912 -6.56702 1.31641
C: -11.43786 -6.14000 6.03214
H: -12.22493 -8.05796 3.38486
H: -12.52918 -8.39603 5.12572
H: -13.24118 -6.99941 4.41308
H: -9.11056 -7.19513 5.33265
H: -10.34361 -8.50171 5.38248
H: -8.49759 -8.83483 3.69622
H: -10.05682 -8.82708 3.04504
H: -8.67825 -7.47453 1.66578
H: -8.11013 -6.49522 3.00419
H: -8.59770 -4.31113 2.44189
H: -10.14384 -3.89500 1.74453
H: -8.91477 -4.82600 0.75655
H: -11.25032 -7.59516 1.57704
H: -10.63327 -6.54318 0.28991
H: -12.01835 -6.19051 1.40307
H: -10.47576 -5.96136 6.51230
H: -12.12237 -5.29225 6.06147
H: -11.89542 -6.95662 6.59058
H: -11.49620 -4.30320 4.50521
C: -2.82717 -8.94398 8.12495
C: -4.12469 -8.15514 8.33756
C: -5.20568 -9.00898 9.01371
C: -4.89975 -9.27127 10.47574
C: -4.75156 -7.90506 11.22445
C: -3.79292 -6.90048 10.55884
N: -3.97225 -6.92297 9.05046
O: -3.24203 -5.96241 8.41525
C: -4.10079 -5.55994 11.07751
C: -2.39830 -7.23518 10.99697
C: -4.59233 -7.85532 6.88202
H: -2.78081 -9.51057 7.19494
H: -2.53201 -9.60625 8.93881
H: -2.01017 -8.23452 8.25646
H: -6.25471 -8.75572 8.86039
H: -4.97380 -9.96303 8.54030
H: -4.02643 -9.92348 10.48178
H: -5.67383 -9.94282 10.84712
H: -4.35219 -8.09342 12.22100
H: -5.74281 -7.46775 11.34397
H: -5.10213 -5.29816 10.73562
H: -4.19202 -5.39757 12.15148
H: -3.51975 -4.76714 10.60636
H: -2.22905 -8.30038 10.83953
H: -1.65738 -6.74947 10.36197
H: -2.28513 -7.11719 12.07464
H: -3.92552 -7.26067 6.25763
H: -5.63753 -7.58035 6.74037
H: -4.68533 -8.82841 6.39981
H: -2.37370 -6.34637 8.55733
C: -5.87724 -4.43614 14.96164
C: -5.09764 -5.23379 16.01404
C: -3.95993 -6.00118 15.30594
C: -2.67936 -5.05274 14.89321
C: -2.12136 -4.54463 16.26159
C: -3.15162 -3.67727 16.95845
N: -4.44752 -4.43400 17.10437
O: -5.35284 -3.84994 18.00329
C: -2.58052 -3.38465 18.37151
C: -3.33554 -2.31064 16.17967
C: -6.08212 -6.25452 16.60885
H: -5.15108 -3.95837 14.30397
H: -6.39324 -3.55382 15.34029
H: -6.59016 -4.97140 14.33447
H: -3.80898 -6.89511 15.91108
H: -4.33259 -6.30097 14.32648
H: -2.76459 -4.23230 14.18067
H: -1.94300 -5.76185 14.51501
H: -1.17189 -4.02892 16.11790
H: -1.86857 -5.42791 16.84811
H: -3.17425 -2.63721 18.89775
H: -2.39724 -4.22590 19.03995
H: -1.63453 -2.84797 18.29966
H: -3.70385 -2.44061 15.16205
H: -4.02732 -1.63190 16.67854
H: -2.36757 -1.84037 16.00649
H: -6.61488 -6.74653 15.79510
H: -6.62462 -5.91445 17.49097
H: -5.47568 -6.98704 17.14154
H: -5.43717 -4.54208 18.66316

Atoms 1-6, force components in eV/Å:
Be -1.926 -0.922 0.069
N -1.429 -2.881 -0.949
S 2.699 5.932 6.700
O -0.807 0.752 -3.109
O 0.131 -1.551 -0.155
F 0.453 0.425 0.591